The following is a quantum chemistry calculation of a 12-piece molecular cluster, C98H212N12O12 overall, from the Open Molecules 2025 dataset.

```
334
Properties=species:S:1:pos:R:3:forces:R:3:mulliken_charge:R:1
O 1.410394 1.012347 8.765427 -0.58 -0.10 0.00 -0.502
O -2.664318 -5.235060 -2.528914 0.09 -0.33 0.10 -0.258
O 2.253263 -3.427672 4.715662 -0.01 0.16 -0.61 1.246
O 5.429256 4.611919 2.143153 -0.76 -1.55 0.81 -0.620
O 0.824509 7.799537 2.079352 -0.66 0.72 -1.60 -0.652
O 0.349698 -0.738578 1.144403 1.59 0.44 0.49 0.798
O -0.464498 -3.532595 -3.028849 -1.61 -0.31 1.09 3.198
O -1.720748 2.990222 -6.645645 -0.96 0.09 0.66 -0.497
O -0.193791 -4.897106 5.152545 -0.60 -0.28 -0.30 -0.002
O -2.790922 0.897957 -2.678901 1.01 -0.77 0.23 1.672
O 2.187456 0.176304 -5.051394 0.09 0.33 0.33 0.131
O -5.367865 0.447675 2.186956 -0.02 -1.05 0.76 -0.486
N -3.854252 -4.983127 -1.787934 1.44 -0.19 1.20 0.362
N -4.426008 0.680892 3.302952 0.08 1.65 -2.51 0.847
N 4.298968 3.733976 1.732312 1.83 0.24 0.91 1.187
N -0.931829 4.089748 -6.223920 -0.12 -0.23 -1.62 1.684
N 0.236758 -0.560878 -2.458396 -0.66 1.34 -0.23 1.202
N 0.294576 0.538359 7.933133 1.92 1.74 -0.46 -0.038
N 1.343205 6.992889 1.034307 0.42 -0.83 -0.97 1.219
N -3.976553 0.618522 -3.424658 1.68 -0.47 -0.02 0.061
N 0.126851 -7.545556 3.828676 -0.56 -0.65 1.51 -0.604
N 2.699990 1.518199 -5.175105 -0.60 -1.12 -1.50 0.716
N 0.252498 -4.657499 -3.508626 0.43 0.94 -1.04 0.396
N 3.414129 -4.052599 4.181696 1.18 0.03 0.49 0.045
C -3.737298 -0.694826 -4.098327 -1.54 -0.90 0.76 1.838
C 0.111444 1.428664 -0.940889 0.57 -0.22 1.17 0.113
C 2.536254 -5.654692 -4.938699 -0.98 -0.46 -0.54 -0.781
C -0.371108 0.422521 5.635201 -1.19 0.25 -1.05 0.611
C 1.520316 -4.731844 -2.758797 -0.13 -1.66 -0.73 2.000
C 3.791092 -2.233473 2.423224 -0.53 0.26 0.26 -1.326
C -1.070895 -7.182355 4.698453 1.24 0.18 -0.67 0.956
C -1.665715 -8.389620 5.360032 0.22 -0.75 -0.30 -1.733
C -0.184772 6.668309 -5.251718 0.46 -1.82 0.19 -1.270
C -0.104549 -0.982695 -0.126912 -0.81 0.20 -0.76 0.216
C 3.272522 1.118095 1.827712 0.71 0.70 -0.65 0.652
C 2.445602 7.699350 0.305775 0.10 0.38 2.97 1.559
C -4.162426 0.937444 5.667849 1.66 0.04 0.54 0.175
C 4.100624 -4.492012 6.374518 0.36 0.36 2.12 -2.170
C -4.791012 -7.419540 -2.180854 1.68 -0.85 1.42 -1.844
C -0.741029 -6.131205 5.721066 2.20 1.10 0.74 -1.111
C 4.628063 3.346527 -5.936425 1.21 -0.48 -0.13 -1.045
C 4.963745 2.676740 0.853189 0.39 2.59 1.74 1.800
C -4.927932 3.106672 2.526534 -0.24 0.97 -1.30 -1.764
C 2.435744 -4.245513 2.004512 -1.36 -0.50 0.42 -0.327
C 3.829126 1.681777 -4.303714 0.96 0.57 1.28 1.849
C 0.541512 -0.016830 -1.115687 0.61 -0.93 -0.52 1.512
C -3.343026 -1.922793 -3.148290 0.20 0.62 -0.86 1.308
C 2.919318 1.691770 -6.649490 -0.64 0.99 -0.34 1.941
C 3.434522 1.567090 -2.811849 -0.54 1.22 -1.14 0.525
C 3.891963 1.711272 0.521623 -1.25 -1.14 -0.41 0.051
C -4.734603 -4.477394 0.471769 0.22 -0.43 -0.17 -1.212
C -0.615360 7.293471 -0.614035 -1.20 -0.93 0.87 -1.784
C 2.945618 4.651582 3.454509 -1.34 -0.85 0.19 -1.455
C 0.764128 -3.033054 -5.529998 0.45 0.25 1.82 -1.245
C 6.139942 -4.273646 3.141897 0.36 -0.07 -0.60 -0.695
C -4.784789 -0.098494 -1.107756 -0.64 -1.89 0.06 -0.531
C -5.859015 -5.415941 0.165310 -1.23 0.06 -0.17 -0.670
C -6.337096 0.423001 -3.019330 -0.39 -0.96 0.68 -1.140
C -2.506353 5.714405 -7.332200 -0.99 2.28 1.26 -1.759
C -0.857132 -1.468234 7.212833 -0.33 -0.32 -0.18 -2.803
C 3.105575 6.649053 -0.523800 0.48 -0.90 -1.13 -0.682
C -5.112084 0.603084 4.577401 -2.93 -0.27 -0.78 1.255
C 1.127320 -5.559446 -5.606645 0.52 0.41 0.12 -1.207
C -1.158618 -4.590750 -5.437012 0.12 0.53 0.74 -1.497
C 2.682967 2.249271 2.630524 -1.02 1.05 -0.57 0.196
C 1.573378 1.718278 -7.350077 -1.56 -0.51 -0.59 -1.960
C -4.971749 2.165845 -1.899126 -1.05 0.94 0.04 -1.421
C 2.026949 8.993257 -0.345165 -0.55 0.95 0.54 -1.843
C -0.683584 5.641796 1.249522 0.75 1.04 -0.63 -2.269
C -4.894479 -5.919481 -2.196270 -1.48 2.36 -0.04 1.691
C -2.992139 2.476505 3.990283 1.58 -0.78 -0.36 -0.748
C -1.119893 -4.277716 4.252944 0.59 0.00 -0.75 -0.252
C 4.907777 -4.511498 2.252823 -1.30 -0.75 0.98 -1.492
C -3.460385 -4.900955 -0.336153 -0.80 -0.21 0.72 2.456
C 0.306164 -4.417607 -5.003029 -0.37 -0.84 0.15 1.632
C 0.948735 5.294800 -0.667301 0.84 -0.02 -0.16 0.640
C -5.098557 -1.074765 -4.722630 -1.18 -0.16 0.97 -1.210
C 6.074680 1.950519 1.602957 0.41 1.15 -0.08 -1.910
C 5.507770 3.541895 -0.319061 -0.86 -2.08 -1.38 -1.573
C 0.198572 -0.875959 8.182165 -1.54 -2.56 0.54 2.210
C 4.494891 2.854025 4.239704 0.45 1.88 0.12 -1.724
C -3.932880 2.034526 2.876530 0.80 -0.62 -0.04 2.602
C 4.838903 -2.395042 5.534504 -0.71 1.07 -2.58 -1.463
C -2.681278 -0.557325 -5.208727 0.47 0.73 -0.02 -1.757
C -1.119997 5.185762 -7.207630 1.72 0.15 1.24 1.196
C 3.467077 3.124188 -6.864221 -0.69 -0.28 0.98 -0.486
C 0.020642 5.347276 -4.458031 1.36 0.19 0.55 0.138
C -3.079377 1.802080 1.592638 -0.05 0.81 -0.02 -0.784
C 5.008601 0.683452 -4.468985 0.15 0.44 0.01 -2.004
C 0.676747 1.003608 6.545024 0.13 -1.24 -0.65 2.649
C -0.446413 2.908019 -4.248124 0.97 -0.58 1.01 0.118
C 2.323575 -3.480309 -2.620825 0.99 -0.12 0.13 -1.558
C -5.260041 -5.506190 -3.652593 -0.14 -1.97 -0.16 -1.463
C -6.094484 -5.404459 -1.314762 1.21 0.46 -1.37 -1.088
C -0.811711 4.586782 -8.557370 1.73 0.63 -1.14 -1.776
C -6.401026 1.481980 4.691356 -0.50 -2.04 -0.57 -1.794
C 3.454909 8.077504 1.462732 -0.80 -0.10 0.45 -1.641
C -3.479906 2.278579 5.405495 -1.81 0.64 0.00 -1.529
C -2.810250 -6.229001 0.204428 0.12 0.60 0.01 -2.171
C 1.468926 -1.763952 8.078975 -0.08 0.99 -2.47 -1.386
C 0.279081 6.328437 0.233043 -0.65 0.74 0.29 1.599
C -5.514100 -0.861448 4.666856 0.97 -0.90 0.97 -1.825
C 1.221154 -5.237128 -1.364863 0.62 0.51 -0.30 -2.368
C 2.112082 5.911354 -1.451367 0.09 0.42 0.32 0.589
C -0.570572 -1.097466 5.778015 -0.02 0.53 -0.96 0.924
C -4.954251 0.739215 -2.371403 -2.28 0.04 -0.78 1.255
C -0.359229 -1.087957 9.623371 0.79 0.93 0.39 -1.990
C 2.321165 -5.915743 -3.426291 1.03 1.94 -0.12 -1.124
C 4.222764 3.144235 -4.498958 0.62 0.28 0.78 -0.004
C -6.360543 -0.944143 -3.767147 2.01 0.83 0.28 0.229
C -2.307446 4.552613 -4.137620 0.10 -0.47 0.61 -1.666
C 3.597457 -3.740409 2.785304 1.97 0.76 -0.94 1.873
C -2.527987 -3.732579 -0.141307 0.94 -0.58 -1.13 -0.511
C 3.645155 3.351868 3.028882 0.72 -0.14 -0.15 1.523
C -0.111483 6.329007 -6.761702 -0.43 0.18 -0.29 -1.371
C 3.823364 0.687426 -7.374818 0.24 0.70 0.11 -1.715
C 2.051104 0.550313 5.987282 0.29 0.73 0.63 -0.745
C -0.938504 4.224872 -4.796104 -0.93 0.67 0.15 1.435
C 4.548596 -3.814359 5.122224 -0.32 -1.21 -0.50 1.935
C -0.349074 -1.389956 2.129803 -0.88 -0.59 0.92 0.221
C 5.804487 -4.541939 4.587931 0.22 0.09 1.33 -1.379
C 0.652705 2.527246 6.448337 -0.64 -0.14 1.90 -1.959
H 1.105807 0.742209 -7.634019 0.65 0.48 0.52 -0.004
H 5.767018 0.895095 -5.225814 -0.36 0.07 -0.06 0.356
H -6.004001 -1.024723 5.637880 0.14 -0.22 -0.23 0.457
H -1.592854 3.919252 -8.893915 -0.17 0.05 -0.12 0.413
H -1.570567 5.296063 0.741551 -0.15 -0.46 -0.21 0.535
H -0.563999 2.947446 -3.159951 0.25 -0.08 -0.01 -0.258
H -2.275115 4.160236 -3.101709 -0.03 0.54 -0.30 0.196
H -2.606895 5.603303 -4.123118 0.26 -0.08 -0.06 0.405
H -3.196009 4.913391 -7.494328 -0.66 -0.36 -0.06 0.399
H -0.657632 5.421104 -9.259724 -0.55 -0.15 -0.05 0.470
H 0.257928 4.871354 -1.391880 -0.47 -0.01 0.10 -0.312
H 3.319750 -5.930788 -2.920795 -0.79 -0.26 -0.23 0.438
H 3.895772 -1.856755 5.586580 -0.01 0.09 0.69 -0.152
H 1.660631 -2.104287 7.021162 -0.14 0.64 0.82 -0.204
H 3.349843 3.767883 -4.291712 -0.22 -0.05 0.06 -0.506
H -2.360283 1.625133 -3.101332 0.40 0.80 -0.71 -0.687
H -5.748762 2.760551 1.890541 -0.15 -0.12 0.62 0.320
H 5.400969 -1.838239 4.792875 0.19 -0.01 -0.51 0.331
H -4.564773 -1.475981 4.609525 -0.99 0.51 0.22 0.040
H 2.809839 1.132480 6.500269 0.45 -0.40 0.26 0.895
H -0.957708 2.009316 -4.591560 -0.34 0.22 -0.24 -0.113
H -3.373540 0.179791 5.546643 -0.04 -0.09 0.68 -0.786
H 3.295244 0.544422 -2.577373 -0.49 -0.98 0.62 0.375
H 6.380171 4.123812 -0.054292 0.19 -0.13 0.04 0.567
H 0.920703 6.048354 -7.019949 -0.30 -0.10 0.06 0.338
H 3.255631 -3.803364 -2.150015 0.31 0.25 -0.28 0.678
H -2.130711 -4.378469 4.650625 -0.14 0.23 -0.09 0.680
H 2.659382 3.866295 -6.677100 0.32 -0.43 0.15 -0.511
H -4.538214 -4.460242 1.542304 0.40 -0.05 0.09 0.542
H -2.490511 -1.642031 -2.477544 -0.85 -0.40 -0.46 -0.773
H 3.047415 -4.723973 -5.220510 -0.02 0.12 0.88 0.276
H -0.892004 -2.569535 7.273707 0.37 0.27 0.30 0.316
H 2.296401 -0.489485 5.910312 -0.13 -0.69 0.90 -0.811
H -5.713054 -6.442229 0.524002 0.21 0.16 0.03 0.285
H -0.090478 0.674599 4.583427 -0.21 -0.17 0.62 0.014
H 3.624344 5.993998 0.207176 -0.37 -0.11 -0.67 -0.399
H -1.248353 -0.453373 9.834246 0.80 -0.06 -0.08 0.403
H 0.320282 -1.615428 5.354092 -0.51 0.14 0.42 -0.678
H -3.746029 -0.234932 -0.760571 -0.43 0.15 -0.26 -0.395
H -5.737159 -7.765476 -2.520147 -0.67 -0.52 -0.71 0.523
H 0.092314 -1.163796 3.110967 0.08 -0.12 -0.36 -0.512
H -2.796422 6.338280 -6.449929 0.00 -0.86 -0.24 0.260
H 2.142708 -5.532506 -0.894731 0.53 -0.01 0.30 0.592
H 1.476904 9.637116 0.390570 0.40 -0.66 -0.56 0.341
H -0.995477 6.470560 1.883541 -0.11 -0.44 0.49 0.648
H 3.902373 2.918139 5.160361 -0.29 -0.19 -0.33 0.330
H -6.719613 1.267819 -3.635780 0.46 -0.60 0.26 0.340
H 3.853637 -2.020232 1.331958 -0.23 -0.50 0.57 0.620
H 0.094029 -2.025000 -0.454231 0.01 0.22 0.24 -0.517
H 2.506754 -2.919134 -3.515468 0.26 0.08 -0.60 -0.044
H -1.832720 -6.745568 4.056082 -0.02 -0.14 -0.39 0.065
H 4.335533 0.879554 -0.054237 -0.29 0.33 -0.07 0.768
H 3.132925 2.237048 -0.093470 0.15 -0.49 0.24 -0.970
H -4.684135 -7.897747 -1.171228 0.06 0.64 -0.68 0.268
H -5.393839 0.334428 -0.292378 0.37 -0.09 -0.44 0.647
H 5.040370 4.313531 -6.107908 0.50 0.88 -0.05 0.526
H -1.564397 -5.419322 -4.813138 -0.22 0.63 -0.81 0.194
H 2.340062 5.051151 2.624568 0.09 -0.23 0.20 0.098
H 3.883237 -5.529958 6.289296 0.10 -1.03 -0.43 0.474
H 4.962110 3.438453 -3.690081 -0.33 -0.33 -1.26 0.239
H 0.554640 -2.274315 -4.744757 0.44 -0.41 -0.30 -0.262
H 0.488986 -0.940602 10.344283 -0.96 0.31 -0.39 0.408
H -0.348574 2.929494 6.652570 0.02 -0.22 -0.16 0.192
H 4.709097 -1.851871 2.850224 0.19 0.15 0.12 0.299
H 3.629429 -0.308688 -7.090808 -0.83 -1.30 0.12 0.134
H -2.721216 0.414505 -5.757912 -0.02 -0.49 0.71 0.348
H -6.216983 2.520563 4.658446 0.09 1.02 -0.36 0.400
H -1.575861 -5.824220 6.356746 -0.21 -0.32 -0.04 0.397
H -5.243802 -4.434367 -3.856068 0.41 -0.18 0.10 -0.148
H -2.611946 3.493231 3.843542 -0.32 0.01 -0.08 0.399
H -5.303058 -0.479373 -5.601150 0.14 0.07 -0.45 0.517
H -4.684425 -6.155466 -4.393999 -0.62 1.27 0.76 0.299
H -2.234493 -6.005587 -2.105694 0.02 0.26 -0.33 0.113
H -1.445526 -1.394622 5.165134 0.46 0.12 0.10 0.798
H -6.825361 -5.081382 0.567138 0.34 0.01 0.50 0.543
H 1.394507 8.858345 -1.192253 -0.57 -0.19 -0.62 0.263
H 3.784159 0.798400 -8.469503 -0.23 0.02 0.42 0.465
H -6.819802 1.284550 5.663121 -0.23 -0.15 0.57 0.518
H 0.786873 2.298148 -6.835555 0.54 -0.23 0.15 0.369
H -0.986945 -8.856108 6.116810 -0.74 0.45 -0.41 0.348
H 7.073690 -4.855333 2.851703 -1.27 0.65 0.08 0.364
H -5.230759 3.743254 3.338663 -0.53 -0.09 0.51 0.451
H -2.628285 3.152001 -6.284890 0.72 -0.23 -0.40 0.287
H -0.395373 -2.506203 2.000908 0.09 0.82 -0.07 -0.413
H -0.953749 1.641783 -1.118495 0.33 -0.25 0.04 -0.091
H -1.316890 0.977307 5.823712 0.41 -0.62 -0.04 -0.980
H -3.351599 -6.638926 1.031777 -0.83 -0.29 0.41 0.530
H 4.616905 -0.297342 -4.611438 -0.47 -0.78 -0.54 0.230
H 2.004927 2.755920 1.935516 -0.50 -0.09 0.12 -1.069
H 4.612158 -5.593731 2.264786 0.40 0.70 -0.12 0.447
H -1.577994 -3.901485 -0.630222 0.49 -0.24 0.00 -0.257
H 1.055514 4.920530 -4.596103 -0.74 0.69 -0.07 -0.095
H 0.986457 1.612186 9.390011 -0.04 -0.09 -0.05 0.357
H -1.681955 -0.707927 -4.788243 0.05 0.41 0.04 -0.141
H 4.839980 0.793403 -7.069101 0.88 0.42 -0.04 0.357
H 1.215063 7.364571 2.808901 0.44 -0.50 1.52 0.371
H 3.207985 -6.395610 -5.401151 -0.58 -0.22 0.16 0.472
H 1.710581 2.248035 -8.295665 0.08 -0.08 -0.16 0.574
H -1.833344 -6.051915 0.667929 0.13 0.10 -0.54 0.374
H 3.652172 7.250817 2.182244 -0.47 0.23 -0.58 0.122
H 0.122536 -6.470644 6.370735 -1.09 0.14 -0.49 0.311
H 1.276752 2.931669 7.257197 0.17 0.05 -0.50 0.549
H 2.182021 0.801213 4.952660 -0.48 0.71 -0.59 -0.222
H 2.286489 4.435598 4.326005 0.32 0.25 -0.47 0.097
H -3.646300 1.881990 0.628044 0.41 -0.19 1.05 0.309
H -2.740827 -7.041002 -0.527729 0.15 0.26 0.04 0.191
H 2.629316 5.177479 -2.100402 -0.27 0.27 0.35 -0.273
H -1.631302 -3.610546 -5.238635 -0.31 -0.71 0.21 -0.130
H 1.664179 -0.066887 -0.951578 -1.12 0.04 -0.20 -0.394
H 2.561778 0.325191 1.655013 -0.39 -0.04 -0.34 -0.144
H -0.170243 4.838071 1.778695 -0.13 0.10 0.18 0.071
H -5.004734 -0.296195 1.671017 0.06 0.35 0.62 0.114
H -2.754845 2.454457 6.197621 0.16 0.36 -0.24 0.504
H -1.013586 8.150174 -0.020592 0.39 -0.64 -0.40 0.338
H -1.901550 -1.184166 7.439394 0.47 0.41 0.22 0.451
H 4.878849 -4.348112 7.157464 -0.45 -0.28 -0.36 0.441
H 1.913124 -2.798816 -1.915109 -0.73 0.58 0.61 -0.131
H -2.930675 -2.909263 -0.676155 -0.52 1.07 -0.09 -1.215
H 1.701343 -3.456021 1.837279 -0.09 -0.13 -0.09 -0.467
H 2.584099 2.227871 -2.531158 0.22 -0.66 -0.39 -1.521
H 0.776064 -8.162013 4.369379 -0.93 0.47 -0.45 0.320
H -1.264105 -4.714123 -6.512049 0.14 -0.47 -0.08 0.651
H -6.316267 -1.770221 -3.026829 -0.20 0.43 -0.36 -0.497
H -4.286936 3.025894 5.451304 0.24 0.18 0.78 0.782
H 5.370358 5.335709 1.554056 -0.26 1.26 -0.96 0.322
H 5.644981 1.296111 2.321603 0.09 -0.65 0.34 0.079
H -3.960307 -7.802543 -2.814936 -0.64 0.21 0.26 0.333
H -7.050596 0.246539 -2.188505 0.16 0.66 -0.26 0.319
H -1.365001 -0.970934 2.131932 -0.28 -0.41 0.24 -0.117
H -7.306049 -0.983754 -4.287087 -0.10 -0.39 -0.43 0.622
H -1.058166 -4.747823 3.249817 -0.23 -0.08 0.40 0.122
H 6.605263 -4.231024 5.303971 -0.21 -0.07 -0.77 0.343
H 5.748389 2.758587 -1.103127 0.26 1.14 0.55 0.382
H 3.855143 7.071999 -1.214164 0.02 0.17 0.54 0.516
H 4.276667 1.964465 -2.281187 0.44 -0.08 0.45 -0.580
H -0.268294 7.627685 -1.571410 0.73 0.30 -0.30 0.186
H -5.041029 -3.447400 0.206838 0.29 -0.41 -0.14 -0.144
H 5.019733 -4.186809 1.209143 0.25 -0.16 0.29 0.459
H -1.376550 -3.923540 -2.880595 1.12 0.60 -0.01 -1.023
H -2.664817 -8.158039 5.710639 0.04 0.11 0.76 0.398
H 6.734780 2.618270 2.166468 -0.12 0.08 -0.38 0.283
H 1.174929 -5.176660 -6.629917 0.34 -0.93 -0.35 0.452
H 0.556663 -6.504400 -5.524784 0.35 0.37 -0.19 0.279
H -2.504170 0.882305 1.641188 -0.16 -0.33 0.01 -0.759
H -0.759718 -0.384171 -2.641295 0.33 0.55 -0.06 -0.649
H 2.111102 1.971835 3.507158 -0.15 -0.29 0.03 -0.071
H 5.426988 2.596935 -6.162582 -0.43 0.78 -0.04 0.189
H 4.104759 0.665863 2.333856 0.00 -0.47 0.54 -0.537
H -1.131331 7.071712 -4.946187 -0.75 0.27 -0.17 0.473
H -2.717853 -1.304296 -6.002925 -0.60 -0.34 0.24 0.465
H 3.720629 3.248729 -7.902241 0.35 -0.07 -0.49 0.644
H 0.686739 -6.720884 3.697003 0.08 0.59 -0.22 0.052
H 1.923107 -5.117111 2.459348 0.33 0.44 0.05 -0.350
H -2.143482 1.834699 3.767861 0.60 -0.14 0.51 -0.278
H -2.325804 2.599572 1.621949 -0.09 0.03 -0.39 0.084
H 6.357640 -3.216666 3.032338 0.48 0.27 0.00 0.288
H -3.009793 -2.690786 -3.873816 0.12 0.23 0.53 -0.378
H -5.193874 2.928196 -2.680680 0.27 -0.63 0.30 0.252
H 1.700823 6.705122 -2.106213 0.16 -0.47 -0.03 -0.202
H -6.966174 -5.947486 -1.554339 -1.06 -0.89 -0.41 0.591
H 0.640793 -6.110381 -1.435207 -1.13 -1.09 0.08 0.602
H -1.211482 -0.838323 -0.150246 0.25 -0.10 -0.17 0.040
H 3.080153 8.941516 2.063511 0.44 -0.56 -0.64 0.362
H -4.604837 0.919323 6.716457 0.40 -0.21 -1.45 0.487
H 0.384153 1.652050 0.105531 -0.53 0.16 -0.12 0.092
H -0.369962 7.211685 -7.363293 0.16 -0.11 0.06 0.489
H 1.760324 -6.821310 -3.176345 0.25 -0.10 -0.53 0.407
H -1.456863 6.623706 -0.878825 -0.05 0.61 0.07 0.425
H -1.871442 -9.108873 4.574172 0.28 -0.42 -0.10 0.448
H 5.558539 0.566109 -3.549456 0.23 0.39 0.58 0.518
H -0.066884 5.581585 -3.380986 0.02 -0.21 -0.35 -0.948
H 0.769387 -4.480656 -0.765161 -0.57 0.48 0.55 -0.193
H 1.535806 0.280963 -4.343595 -0.27 -0.39 0.14 -0.114
H -4.435282 3.827768 1.849750 0.25 -0.26 0.23 0.375
H 1.302754 4.456265 -0.056040 0.11 0.11 0.05 -0.605
H 2.813814 -4.602709 1.084874 0.09 -0.17 -1.34 0.398
H -5.009242 -2.132372 -4.952749 -0.06 -0.09 -0.65 0.255
H 0.149843 4.055807 -8.655526 -0.34 -0.05 0.65 0.101
H 0.154030 -2.665029 -6.342344 0.06 -0.37 -0.63 0.555
H 2.313975 -1.165039 8.388226 0.40 -0.39 0.44 0.450
H 5.459251 -2.328107 6.371401 0.45 -0.07 1.77 0.700
H 6.648056 1.410443 0.881747 0.57 -0.61 -0.38 0.556
H 1.317602 -2.701694 8.553432 0.01 -0.53 1.15 0.501
H -6.306519 -5.832943 -3.684211 0.01 0.10 -0.68 0.603
H -2.633648 6.471953 -8.123795 0.35 -0.64 -0.20 0.451
H 5.722314 -5.614816 4.784080 -0.32 -0.06 -0.25 0.425
H -6.271248 -4.375793 -1.703191 0.03 -0.39 0.57 -0.042
H 2.855080 9.590237 -0.704204 0.53 -0.02 0.08 0.454
H -0.862913 -3.217704 4.047560 -0.02 -0.68 0.76 -0.731
H -5.243322 -1.102798 -1.337569 0.69 0.71 0.61 -0.435
H -6.162921 -1.219012 3.877794 -0.22 0.28 -0.17 0.410
H 5.306738 3.582169 4.443105 -0.15 -0.50 -0.34 0.457
H 1.840830 -3.030136 -5.765421 -0.48 0.28 -0.08 0.108
H -0.679774 -2.099325 9.808672 -0.08 -0.61 -0.37 0.404
H 0.622554 2.711703 -4.473024 -0.45 0.31 0.05 -0.176
H 0.759884 2.089068 -1.497540 -0.11 0.17 -0.55 -0.887
H -5.798702 2.197900 -1.157461 0.62 0.43 -0.26 0.455
H 2.955209 -1.624619 2.830199 0.41 -0.40 -0.21 -0.565
H 3.643376 5.419572 3.728540 0.52 0.20 0.26 0.495
H -4.193576 -2.407276 -2.612749 0.72 0.73 -0.22 -0.723
H 0.966084 2.876436 5.488664 0.35 0.13 -0.63 0.286
H 4.736972 4.208364 -0.782656 0.42 -0.58 0.61 0.000
H -7.184328 1.137703 3.959592 0.91 0.65 0.45 0.290
H -3.118636 3.998938 -4.577504 -0.51 -0.30 -0.42 0.227
H 0.193207 -1.555167 -2.399856 0.56 -1.10 -0.14 -1.469
H 3.182417 -4.054258 6.767422 0.14 0.29 -0.01 0.076
H 4.412946 8.281542 1.027488 0.57 0.55 -0.31 0.466
H -4.014263 2.365830 -1.439444 0.00 0.43 0.30 -0.112
H -2.327474 -3.498293 0.886737 -0.18 0.06 0.60 0.677
H 1.675218 -4.191087 4.826976 -0.52 0.12 0.24 0.145
H 4.905010 1.866717 4.186745 0.16 -0.57 -0.26 0.208
H 0.546704 7.375707 -4.841713 0.14 -0.02 -0.74 0.536
```
Forces are in eV/Å.

Its orbital gap is 8.6 eV. The relative energy (zero: lowest compared OMol25 entry of this formula, charge and spin) comes out at 0.000 eV. As for the LUMO energy: 0.33 eV. The calculation puts the electronic energy at -147502.1602 eV.